1.
{
  "formula": "C52H55BaGeN2O2PSSi",
  "method": "ωB97M-V/def2-TZVPD",
  "symbols": ["Ba", "N", "P", "C", "C", "C", "C", "C", "C", "C", "C", "C", "C", "C", "C", "C", "C", "C", "C", "C", "N", "H", "H", "H", "H", "H", "H", "H", "H", "H", "H", "H", "H", "H", "H", "H", "C", "S", "C", "O", "H", "H", "H", "H", "H", "H", "C", "C", "C", "C", "Si", "O", "C", "C", "C", "C", "C", "C", "C", "C", "C", "C", "C", "C", "H", "H", "H", "H", "H", "H", "H", "H", "H", "H", "H", "H", "H", "H", "H", "H", "H", "H", "H", "C", "Ge", "C", "C", "C", "C", "C", "C", "C", "C", "C", "C", "C", "C", "C", "C", "C", "C", "H", "H", "H", "H", "H", "H", "H", "H", "H", "H", "H", "H", "H", "H", "H"],
  "positions_angstrom": [[-0.189530, 1.073244, 0.023303], [-2.670619, -0.482755, 2.509693], [-1.366713, 0.486459, 3.101549], [-1.090019, -0.213044, 4.759193], [-0.020073, -1.094459, 4.899059], [0.202691, -1.731203, 6.111058], [-0.638458, -1.484253, 7.185679], [-1.703223, -0.601881, 7.051993], [-1.930327, 0.034858, 5.842915], [-2.254570, 2.034122, 3.491533], [-1.514295, 3.029969, 4.133635], [-2.092009, 4.248328, 4.445389], [-3.420417, 4.490747, 4.111506], [-4.156844, 3.512128, 3.462724], [-3.575959, 2.288705, 3.147719], [-2.438788, -1.536272, 1.624245], [-3.171490, -2.721147, 1.711822], [-2.886040, -3.737318, 0.824376], [-1.874174, -3.568574, -0.114592], [-1.210693, -2.360872, -0.132150], [-1.493363, -1.350864, 0.701810], [-3.401324, -0.681980, 3.181196], [0.638572, -1.277279, 4.057851], [1.036161, -2.413664, 6.216337], [-0.461924, -1.975902, 8.133438], [-2.353763, -0.405861, 7.894567], [-2.755658, 0.731075, 5.748499], [-0.481017, 2.837778, 4.405687], [-1.512246, 5.006401, 4.956215], [-3.882380, 5.435930, 4.366555], [-5.194837, 3.693129, 3.210745], [-4.154265, 1.538915, 2.623010], [-3.929049, -2.839349, 2.475192], [-3.438244, -4.666877, 0.874582], [-1.608838, -4.346589, -0.814386], [-0.406427, -2.178078, -0.840520], [-1.533047, 5.700173, 0.727302], [-2.086188, 4.505748, -0.484684], [-3.840792, 4.653664, -0.187936], [-1.701030, 3.164719, 0.097063], [-1.905319, 6.684786, 0.445804], [-0.445483, 5.703505, 0.718053], [-1.906041, 5.393717, 1.705872], [-4.165024, 5.653601, -0.474799], [-4.029997, 4.459626, 0.868387], [-4.343418, 3.915300, -0.809264], [1.946923, -2.665278, 1.820230], [3.260199, -1.878126, 1.718335], [3.329658, -0.934692, 2.930267], [4.449239, -2.838097, 1.783000], [3.256246, -0.781947, 0.159044], [1.867606, 0.033003, 0.114466], [4.723098, 0.394651, 0.275645], [6.034765, -0.008328, 0.019593], [7.101300, 0.863666, 0.177546], [6.875922, 2.168350, 0.592774], [5.580590, 2.594422, 0.847741], [4.522518, 1.710538, 0.691710], [3.551255, -1.777123, -1.426249], [4.081906, -1.101522, -2.530154], [4.299372, -1.737947, -3.743402], [4.007765, -3.088701, -3.877177], [3.488098, -3.784428, -2.796319], [3.254070, -3.130312, -1.594622], [1.897971, -3.196765, 2.778698], [1.841988, -3.416927, 1.033899], [1.083381, -1.995971, 1.756565], [3.240643, -1.507980, 3.860575], [2.517185, -0.200186, 2.911160], [4.274363, -0.388001, 2.966281], [4.435984, -3.399836, 2.723813], [5.397376, -2.296072, 1.743364], [4.441849, -3.561849, 0.965411], [6.228465, -1.020091, -0.323752], [8.110844, 0.528707, -0.026159], [7.707769, 2.850495, 0.715540], [5.399762, 3.612841, 1.170449], [3.510628, 2.046582, 0.900055], [4.353471, -0.054705, -2.430584], [4.718538, -1.186624, -4.576679], [4.198446, -3.596597, -4.814863], [3.270298, -4.842149, -2.886629], [2.845236, -3.701067, -0.768667], [1.370007, 1.166086, -3.600348], [-0.497457, 0.673303, -3.284123], [-1.653844, 1.962684, -4.191868], [-1.258375, 2.487843, -5.420803], [-2.033745, 3.444015, -6.061220], [-3.204688, 3.899602, -5.475208], [-3.600646, 3.399338, -4.243253], [-2.826573, 2.440573, -3.607002], [-0.734477, -1.238647, -3.548178], [0.383571, -1.975546, -3.862978], [0.291827, -3.364546, -4.098923], [-0.905670, -4.003741, -3.981958], [-2.071772, -3.296365, -3.602279], [-3.305341, -3.965261, -3.411551], [-4.410480, -3.288564, -2.987837], [-4.334194, -1.900378, -2.746963], [-3.160786, -1.230621, -2.945128], [-1.991419, -1.902330, -3.377561], [1.681944, 0.922494, -4.617868], [2.025397, 0.636239, -2.908234], [1.487888, 2.240345, -3.453296], [-0.344469, 2.143211, -5.890950], [-1.722125, 3.833374, -7.021982], [-3.806187, 4.644451, -5.979783], [-4.515918, 3.749942, -3.781512], [-3.142141, 2.063484, -2.639168], [1.358266, -1.505791, -3.946064], [1.184158, -3.910864, -4.370564], [-0.981294, -5.070225, -4.161234], [-3.351146, -5.031558, -3.601399], [-5.346522, -3.810713, -2.837738], [-5.215850, -1.366439, -2.415273], [-3.116135, -0.165785, -2.775929]],
  "forces_ev_per_angstrom": [[0.1, -0.4, 0.5], [0.0, 0.1, 0.0], [-0.3, 0.0, 0.1], [0.1, 0.1, -0.1], [0.0, 0.0, 0.0], [0.0, 0.0, 0.0], [0.0, 0.0, 0.0], [0.0, 0.0, 0.0], [0.0, 0.0, 0.0], [0.1, 0.0, 0.0], [0.0, -0.1, 0.0], [0.0, 0.0, 0.0], [0.0, 0.0, 0.0], [0.0, 0.0, 0.0], [0.0, 0.0, -0.1], [0.1, 0.0, 0.0], [0.0, 0.0, 0.0], [0.0, 0.0, 0.0], [0.0, 0.0, 0.0], [0.0, 0.0, 0.0], [-0.1, 0.0, 0.0], [0.0, 0.0, 0.0], [0.0, 0.0, 0.0], [0.0, 0.0, 0.0], [0.0, 0.0, 0.0], [0.0, 0.0, 0.0], [0.0, 0.0, 0.0], [0.0, 0.0, 0.0], [0.0, 0.0, 0.0], [0.0, 0.0, 0.0], [0.0, 0.0, 0.0], [0.0, 0.0, 0.0], [0.0, 0.0, 0.0], [0.0, 0.0, 0.0], [0.0, 0.0, 0.0], [0.0, 0.0, 0.0], [-0.1, 0.0, 0.0], [0.0, 0.2, 0.0], [0.0, 0.0, 0.1], [0.0, 0.1, -0.1], [0.0, 0.0, 0.0], [0.0, 0.0, 0.0], [0.0, 0.0, 0.0], [0.0, 0.0, 0.0], [0.0, 0.0, 0.0], [0.0, 0.0, 0.0], [0.0, 0.0, 0.0], [-0.1, 0.0, 0.1], [0.0, 0.0, -0.1], [0.1, 0.0, 0.0], [0.2, -0.2, 0.1], [0.1, 0.1, -0.2], [-0.1, 0.0, 0.0], [0.0, -0.1, 0.0], [0.1, 0.0, 0.0], [0.0, 0.0, 0.0], [0.0, 0.0, 0.0], [-0.1, 0.1, 0.0], [-0.1, 0.1, 0.0], [0.0, 0.1, 0.0], [0.0, 0.0, 0.0], [0.0, 0.0, 0.0], [0.0, -0.1, 0.0], [0.0, -0.1, 0.1], [0.0, 0.0, 0.0], [0.0, 0.0, 0.0], [0.0, 0.0, 0.0], [0.0, 0.0, 0.0], [0.0, 0.0, 0.0], [0.0, 0.0, 0.0], [0.0, 0.0, 0.0], [0.0, 0.0, 0.0], [0.0, 0.0, 0.0], [0.0, 0.0, 0.0], [0.0, 0.0, 0.0], [0.0, 0.0, 0.0], [0.0, 0.0, 0.0], [0.0, 0.0, 0.0], [0.0, 0.0, 0.0], [0.0, 0.0, 0.0], [0.0, 0.0, 0.0], [0.0, 0.0, 0.0], [0.0, 0.0, 0.0], [0.0, 0.0, 0.1], [0.1, 0.0, -0.5], [-0.1, -0.1, 0.1], [0.0, 0.0, 0.0], [0.0, 0.0, -0.1], [0.0, 0.0, 0.0], [0.0, 0.0, 0.0], [0.0, 0.0, 0.0], [-0.1, 0.0, 0.0], [0.0, 0.0, 0.0], [0.1, 0.0, 0.0], [0.0, -0.1, 0.0], [0.0, 0.0, 0.0], [0.0, 0.0, 0.0], [-0.1, 0.0, 0.0], [0.0, 0.0, 0.0], [0.0, -0.1, -0.1], [0.0, 0.0, 0.0], [-0.1, 0.0, 0.0], [0.0, 0.0, 0.0], [0.0, 0.0, 0.0], [0.0, 0.0, 0.0], [0.0, 0.0, 0.0], [0.0, 0.0, 0.0], [0.0, 0.0, 0.0], [0.0, 0.0, 0.0], [0.0, 0.0, 0.0], [0.0, 0.0, 0.0], [0.0, 0.0, 0.0], [0.0, 0.0, 0.0], [0.0, 0.0, 0.0], [0.0, 0.0, 0.0], [0.0, 0.2, 0.0]],
  "mulliken_spin": [0.02, 0.00, -0.02, 0.00, 0.00, 0.00, 0.00, 0.00, 0.00, 0.01, 0.00, 0.00, 0.00, 0.00, 0.00, 0.00, 0.00, 0.00, 0.01, 0.01, 0.02, 0.00, 0.00, 0.00, 0.00, 0.00, 0.00, 0.00, 0.00, 0.00, 0.00, 0.00, 0.00, 0.00, 0.00, -0.04, 0.00, 0.01, 0.00, 0.00, 0.00, 0.00, 0.00, 0.00, 0.00, 0.00, 0.00, 0.00, 0.00, 0.00, 0.02, -0.02, 0.00, 0.00, 0.00, 0.00, 0.00, 0.00, 0.00, 0.00, 0.00, 0.00, 0.00, 0.00, 0.00, 0.00, 0.00, 0.00, 0.00, 0.00, 0.00, 0.00, 0.00, 0.00, 0.00, 0.00, 0.00, 0.00, 0.00, 0.00, 0.00, 0.00, 0.00, 0.12, 0.72, -0.01, -0.02, 0.00, 0.01, 0.01, 0.15, 0.05, 0.03, -0.01, 0.04, -0.02, 0.00, 0.00, 0.05, 0.00, -0.19, 0.03, -0.06, 0.00, -0.01, 0.00, 0.00, 0.00, 0.03, 0.01, 0.00, 0.00, 0.00, 0.00, 0.00, 0.07],
  "orbital_gap_ev": [7.6, 6.8],
  "total_charge": 1,
  "de_lowest_kcal_mol": 5.24,
  "e_tot_ha": -5405.9258,
  "multiplicity": 2
}


2.
{
  "formula": "C28H31N7O",
  "method": "ωB97M-V/def2-TZVPD",
  "symbols": ["C", "C", "C", "C", "C", "C", "C", "C", "N", "C", "C", "C", "C", "C", "C", "C", "C", "C", "O", "N", "C", "C", "C", "C", "N", "C", "N", "C", "C", "N", "N", "C", "N", "C", "C", "C", "H", "H", "H", "H", "H", "H", "H", "H", "H", "H", "H", "H", "H", "H", "H", "H", "H", "H", "H", "H", "H", "H", "H", "H", "H", "H", "H", "H", "H", "H", "H"],
  "positions_angstrom": [[2.537445, 2.125139, 6.782809], [2.094694, 1.967273, 5.347434], [2.248796, 2.995612, 4.402569], [1.832106, 2.853196, 3.070114], [1.219084, 1.681005, 2.671557], [1.203378, 1.268361, 1.130678], [0.339908, -0.031930, 1.003706], [0.190726, -0.433630, -0.296565], [-0.093710, -1.728956, -0.684492], [-0.235119, -2.124493, -2.110209], [-1.280339, -1.242385, -2.789566], [-1.526716, -1.638667, -4.219621], [-2.825424, -1.895270, -4.669447], [-3.048177, -2.340420, -5.977291], [-1.970999, -2.461797, -6.870217], [-0.675201, -2.136398, -6.438150], [-0.461063, -1.703578, -5.122794], [-0.636050, -3.570723, -1.958080], [-0.912359, -4.276048, -2.904029], [-0.671709, -3.913479, -0.640859], [-1.064547, -5.227538, -0.266419], [-0.295171, -2.869673, 0.281810], [-1.458350, -2.581527, 1.254187], [1.014839, -3.284908, 1.008496], [1.210079, 2.584765, 0.488640], [2.064011, 3.218331, -0.438280], [1.599789, 4.443763, -0.924249], [0.338387, 4.419357, -0.418420], [-0.546262, 5.500817, -0.216189], [-0.124767, 6.525884, -0.986573], [-1.544276, 5.433189, 0.695555], [-1.664621, 4.340644, 1.483516], [-0.852462, 3.213708, 1.469368], [0.090531, 3.321440, 0.560374], [0.913613, 0.708889, 3.643829], [1.422225, 0.788628, 4.942654], [2.287192, 1.273372, 7.414339], [3.613296, 2.266089, 6.820671], [2.071461, 3.001568, 7.221596], [2.741064, 3.903006, 4.759574], [2.107320, 3.648914, 2.403664], [2.233082, 0.801878, 0.664006], [0.306948, -0.750898, 1.855552], [0.501037, 0.190837, -1.192027], [0.776174, -2.020442, -2.576432], [-2.218481, -1.329989, -2.215987], [-0.946815, -0.190638, -2.736807], [-3.663155, -1.764363, -3.981517], [-4.063185, -2.586748, -6.308682], [-2.137932, -2.809856, -7.896264], [0.172721, -2.214774, -7.127075], [0.537785, -1.416864, -4.785537], [-1.429839, -5.742947, -1.139479], [-0.244991, -5.809524, 0.137086], [-1.857789, -5.212007, 0.469953], [-2.375660, -2.428422, 0.665384], [-1.639754, -3.450313, 1.902468], [-1.297437, -1.706384, 1.894594], [1.671179, -3.746831, 0.257051], [1.553099, -2.450663, 1.476247], [0.817634, -4.049795, 1.776278], [2.964791, 2.730452, -0.725672], [0.637987, 6.446451, -1.629358], [-0.743595, 7.342296, -0.907766], [-2.506902, 4.490633, 2.173703], [0.420673, -0.251611, 3.408190], [1.279801, -0.091007, 5.616401]],
  "forces_ev_per_angstrom": [[0.2, 0.1, -0.3], [-0.8, -0.7, -0.2], [-0.2, -0.4, 0.5], [0.8, -0.1, 1.5], [0.9, -1.9, -0.9], [3.4, -1.2, 2.1], [0.1, 1.1, -3.1], [0.7, -1.0, 0.5], [-0.2, -0.4, 0.4], [0.9, 0.9, 1.8], [-0.3, -0.1, -0.2], [-0.2, 0.3, -0.5], [0.2, -0.3, -0.2], [0.3, 0.2, -0.2], [0.1, 0.0, 0.4], [-0.2, 0.1, 0.2], [-0.3, -0.3, -0.3], [-0.1, 0.2, -0.6], [0.0, -0.4, 0.2], [-0.1, 0.4, -1.0], [-0.1, -0.5, 0.5], [0.2, 1.0, 0.0], [-0.3, -0.2, -0.1], [0.0, -0.1, -0.3], [-1.0, -0.8, -2.7], [-1.6, 1.8, -0.2], [0.8, -4.9, 1.1], [-2.1, -1.5, 4.4], [2.0, -1.8, -0.7], [-3.3, 2.5, 1.4], [0.6, 0.4, -0.8], [1.4, -0.6, -1.3], [-2.7, 2.2, 0.5], [0.8, 3.5, -2.7], [0.7, -0.7, 0.3], [-0.2, 0.6, 0.0], [-0.1, -0.1, -0.2], [0.2, 0.1, 0.1], [0.0, 0.2, 0.1], [-0.1, -0.1, -0.4], [-0.1, 0.1, -0.4], [-1.6, 1.4, 2.1], [0.0, 1.3, -1.3], [-0.6, -0.4, 1.4], [-0.8, -0.3, -0.1], [0.3, 0.1, -0.1], [-0.2, -0.4, 0.0], [0.2, -0.2, -0.2], [0.4, 0.1, 0.1], [0.1, 0.1, 0.5], [-0.4, 0.0, 0.2], [-0.2, -0.2, -0.2], [-0.1, 0.0, -0.4], [0.3, -0.1, 0.1], [-0.2, 0.1, 0.2], [0.3, 0.1, 0.2], [0.2, 0.2, -0.1], [-0.1, -0.4, -0.3], [-0.1, 0.2, 0.2], [-0.3, -0.2, -0.1], [-0.1, 0.3, -0.2], [0.6, 0.0, -0.1], [0.0, -0.1, 0.0], [1.0, -0.2, -0.6], [0.6, -0.9, 0.0], [0.3, 1.0, 0.2], [0.1, 1.0, -0.4]],
  "mulliken_charge": [-1.39, 0.87, -1.08, -0.55, 0.86, 0.27, -0.09, 0.17, 0.49, 0.19, -0.56, 0.55, -0.38, -0.57, -0.41, -0.64, -0.27, 0.14, -0.72, 0.29, -1.07, 0.24, -1.53, -1.54, 0.73, -0.38, -0.75, 0.67, 0.12, -0.35, -0.69, -0.39, -0.36, 0.28, -0.39, -1.01, 0.35, 0.32, 0.34, 0.37, 0.31, 0.24, -1.07, 0.47, 0.13, 0.28, 0.44, 0.33, 0.36, 0.35, 0.35, 0.34, 0.39, 0.32, 0.35, 0.33, 0.47, 0.42, 0.41, 0.28, 0.40, 0.46, 0.25, 0.28, 0.38, 0.35, 0.26],
  "orbital_gap_ev": 8.3,
  "smiles": "Cc1ccc([C@@H](/C=C/N2[C@H](Cc3ccccc3)C(=O)N(C)C2(C)C)n2cnc3c(N)ncnc32)cc1",
  "de_lowest_kcal_mol": 31.77,
  "e_tot_ha": -1544.0259,
  "multiplicity": 1
}


> Which of these has the highest multiplicity?

C52H55BaGeN2O2PSSi


> The lowest multiplicity belongs to which entry?

C28H31N7O